1.
Below is a molecular structure, C15H12Br2Cl32InN2S, with properties calculated with ωB97M-V/def2-TZVPD.

Last column: Löwdin charge in e.
CARTESIAN COORDINATES (ANGSTROEM)
C 2.9353 -2.5379 0.2487  -0.22
C 2.3827 -1.0830 0.0213  -0.81
Br 3.2242 0.3286 1.1360  0.65
C 1.3888 -0.7453 -0.8735  -0.71
Br 0.6736 -2.2574 -1.9681  0.55
In 0.5316 1.3179 -1.2037  0.52
C -1.5676 1.3129 -0.3342  -0.30
C -2.2302 -0.1381 -0.4159  -0.28
C -3.2117 -0.4481 0.8215  -0.31
N -2.6033 -0.1641 2.1390  -0.03
N 1.5824 2.9127 -0.2144  -0.08
C 1.1768 3.0946 0.9011  -0.98
S 1.1429 3.0637 2.5628  0.46
H 2.9613 -3.1689 -0.6791  0.05
H 3.9644 -2.4578 0.7102  0.00
H 2.2558 -3.0221 1.0198  -0.01
H 0.3537 1.6431 -2.9614  -0.09
H -2.2019 1.9871 -0.9875  0.00
H -1.5919 1.7233 0.7183  0.02
H -1.3781 -0.8812 -0.2990  0.03
H -2.7611 -0.2660 -1.4115  0.10
H -3.3630 -1.5755 0.7890  0.04
H -4.2325 0.0043 0.6928  0.11
H -1.6311 -0.4811 2.1852  0.04
H -2.6932 0.8256 2.3671  0.06
C -1.5012 -4.3945 -5.2681  -2.03
Cl -0.3918 -4.6967 -3.9208  0.48
Cl -0.6265 -4.5588 -6.8038  0.51
Cl -2.8302 -5.5706 -5.2166  0.50
Cl -2.1576 -2.7544 -5.1345  0.52
C -2.4435 4.0540 -4.4965  -2.01
Cl -1.3378 3.7649 -3.1479  0.48
Cl -1.5641 3.8869 -6.0292  0.51
Cl -3.7660 2.8715 -4.4427  0.52
Cl -3.1154 5.6952 -4.3785  0.49
C 1.4453 6.5793 -2.3797  -2.00
Cl 1.6628 5.1556 -3.4183  0.49
Cl 2.5593 7.8635 -2.8973  0.48
Cl -0.2257 7.1602 -2.5139  0.50
Cl 1.7863 6.1455 -0.6997  0.56
C -0.9847 -4.2386 2.2193  -1.96
Cl -0.7444 -5.6421 1.1603  0.53
Cl 0.0962 -2.9285 1.7192  0.62
Cl -2.6651 -3.6961 2.1083  0.56
Cl -0.6168 -4.6944 3.9001  0.46
C -0.9691 -2.0451 7.5141  -2.01
Cl -0.9658 -3.0356 6.0425  0.43
Cl 0.6849 -1.9141 8.1441  0.52
Cl -1.5870 -0.4275 7.1353  0.52
Cl -2.0081 -2.8050 8.7380  0.50
C 6.4737 -3.7297 2.4319  -2.03
Cl 7.5836 -4.0118 3.7887  0.50
Cl 7.3564 -3.8976 0.9022  0.51
Cl 5.1585 -4.9184 2.4881  0.52
Cl 5.7990 -2.0967 2.5482  0.53
C 4.1298 7.8302 -6.9564  -2.03
Cl 3.0479 7.9472 -8.3580  0.51
Cl 3.4331 6.7260 -5.7615  0.49
Cl 5.7109 7.2178 -7.4806  0.51
Cl 4.3305 9.4371 -6.2299  0.51
C -5.1722 -3.8533 5.9457  -2.01
Cl -6.2771 -3.7483 4.5616  0.52
Cl -5.8307 -4.9868 7.1437  0.51
Cl -3.5898 -4.4272 5.3952  0.47
Cl -4.9963 -2.2507 6.6827  0.51

Computed properties:
* lowest unoccupied orbital energy: 1.61 eV
* multiplicity: 1
* charge: -1

2.
Below is a molecular structure, H10O13S2Zn, with properties calculated with ωB97M-V/def2-TZVPD.

Last column: Löwdin charge in e.
CARTESIAN COORDINATES (ANGSTROEM)
Zn 0.3010 0.0422 0.6375  0.61
S -2.9365 0.0002 1.5117  0.25
O -3.3041 0.0416 2.9511  -0.46
O -3.3356 1.2356 0.8043  -0.43
O -1.4084 -0.0073 1.4924  -0.46
O -3.4378 -1.2186 0.8851  -0.39
S -0.1437 -1.5805 -2.4499  0.27
O 1.1408 -2.2888 -2.7118  -0.45
O -1.2453 -2.5286 -2.3141  -0.39
O 0.0701 -0.8505 -1.1153  -0.45
O -0.4113 -0.5373 -3.4534  -0.41
O 0.7913 -1.8819 1.5378  -0.01
H -0.0060 -2.3636 1.7843  0.09
H 1.5294 -2.4827 1.6529  0.06
O -0.2193 1.8259 -0.3602  -0.04
H 0.1845 2.0553 -1.2138  0.04
H -1.0715 2.2699 -0.2934  0.07
O 0.7580 1.3181 2.3428  -0.03
H 1.0419 2.2244 2.4744  0.06
H 0.1877 1.0923 3.0863  0.08
O 1.4300 1.1407 -2.4265  -0.13
H 0.9706 1.0398 -3.2684  0.02
H 0.9932 0.4197 -1.9113  -0.04
O 2.3291 0.2864 0.1431  -0.01
H 3.0012 -0.3715 -0.0500  0.09
H 2.7907 1.1191 0.2644  0.08

Computed properties:
* relative energy (zero: lowest compared OMol25 entry of this formula, charge and spin): 16.2 kcal/mol
* lowest unoccupied orbital energy: 3.64 eV
* multiplicity: 1
* charge: -2

3.
Below is 2 unconnected molecules or ions with the total composition H4OP2, with properties calculated with ωB97M-V/def2-TZVPD.

Last column: Löwdin charge in e.
CARTESIAN COORDINATES (ANGSTROEM)
O 1.8906 0.7379 0.0295  -0.52
P -1.0712 0.8927 0.0586  0.53
P 0.7125 -0.0546 -0.2707  0.22
H -0.9400 0.7526 1.4208  -0.15
H -1.9127 -0.3083 -0.1826  -0.09
H 0.7595 -0.1029 -1.6231  -0.06
H 0.5613 -1.9174 0.5675  0.06

Computed properties:
* relative energy (zero: lowest compared OMol25 entry of this formula, charge and spin): 42.1 kcal/mol
* lowest unoccupied orbital energy: -0.43 eV
* multiplicity: 1

4.
Below is 2 unconnected molecules or ions with the total composition C5H8N2O, with properties calculated with ωB97M-V/def2-TZVPD.

Last column: Löwdin charge in e.
CARTESIAN COORDINATES (ANGSTROEM)
C -1.8130 0.0437 0.6613  -0.15
C -1.6673 -0.5187 1.9026  -0.25
C -0.5011 0.2683 0.2066  -0.02
C 1.7586 -0.2844 1.0471  -0.07
C 0.0200 0.2463 -2.3360  0.04
N -0.4105 -0.6503 2.2445  0.04
N 0.3369 -0.1579 1.2043  -0.24
O 0.9316 1.2401 -2.6755  -0.01
H -2.7265 0.2068 0.1059  0.07
H -2.4874 -0.8621 2.6889  0.14
H 2.3107 -0.5631 1.9359  0.07
H 2.1228 -1.1769 0.4244  0.09
H 2.1176 0.7174 0.5791  0.12
H 0.4866 -0.7401 -2.2484  0.08
H -0.9042 0.3111 -2.7074  0.03
H 0.4255 1.9199 -3.0333  0.06

Computed properties:
* relative energy (zero: lowest compared OMol25 entry of this formula, charge and spin): 134.0 kcal/mol
* lowest unoccupied orbital energy (alpha / beta): -0.51 / -0.07 eV
* multiplicity: 1

5.
Below is a molecular structure, C16H32IInN3O, with properties calculated with ωB97M-V/def2-TZVPD.

Last column: Löwdin charge in e.
CARTESIAN COORDINATES (ANGSTROEM)
C 5.1354 2.5334 1.1941  -0.08
C 4.7485 3.0636 -0.1791  -0.30
O 4.7377 4.4752 -0.2853  -0.17
C 3.7320 5.1043 0.4987  -0.35
C 2.3148 4.9807 -0.0595  -0.32
In 1.1861 3.1932 0.6431  0.05
I -1.5683 3.8896 0.6002  0.05
H 6.0792 2.9928 1.4945  0.07
H 4.3788 2.7890 1.9351  0.04
H 5.2321 1.4487 1.1663  0.07
H 3.8053 2.6432 -0.5440  0.07
H 5.5122 2.7243 -0.8862  0.11
H 4.0042 6.1666 0.5086  0.10
H 3.7560 4.8000 1.5513  0.09
H 2.2728 5.0748 -1.1462  0.03
H 1.7531 5.8330 0.3366  0.02
H 1.6438 2.7678 2.3102  -0.12
H 1.4009 1.8027 -0.4189  -0.13
C 1.6106 1.4093 -3.9054  -0.10
C 1.6913 -0.0602 -4.3089  -0.27
C 0.9656 -0.9802 -3.3202  -0.20
C 1.5576 -0.8685 -1.9889  -0.26
N 1.9968 -0.7533 -0.9371  0.15
H 2.0932 1.5889 -2.9438  0.05
H 2.1118 2.0346 -4.6456  0.07
H 0.5738 1.7402 -3.8293  0.08
H 2.7395 -0.3580 -4.3835  0.11
H 1.2507 -0.1897 -5.3005  0.10
H 1.0306 -2.0198 -3.6452  0.11
H -0.0902 -0.7112 -3.2571  0.12
C -3.9412 -1.7216 2.0070  -0.12
C -4.6913 -0.7754 2.9368  -0.27
C -5.1685 0.4893 2.2136  -0.19
C -4.0155 1.2103 1.6727  -0.22
N -3.1101 1.7788 1.2525  -0.06
H -3.0396 -1.2505 1.6130  0.07
H -3.6335 -2.6218 2.5421  0.06
H -4.5652 -2.0282 1.1654  0.07
H -4.0420 -0.4973 3.7690  0.11
H -5.5544 -1.2916 3.3643  0.10
H -5.7093 1.1421 2.9006  0.11
H -5.8417 0.2319 1.3939  0.12
C -1.0614 -4.1631 0.3194  -0.10
C -1.5869 -5.2535 1.2469  -0.26
C -2.6008 -6.1831 0.5637  -0.19
C -3.7652 -5.4279 0.1033  -0.24
N -4.6745 -4.8350 -0.2642  0.15
H -1.8630 -3.5028 -0.0141  0.07
H -0.3253 -3.5449 0.8317  0.08
H -0.5831 -4.5948 -0.5623  0.08
H -2.0489 -4.7894 2.1201  0.10
H -0.7502 -5.8542 1.6084  0.11
H -2.9394 -6.9533 1.2575  0.11
H -2.1452 -6.6791 -0.2949  0.12

Computed properties:
* lowest unoccupied orbital energy: 2.17 eV
* multiplicity: 1
* charge: -1

6.
Below is a gas-phase ion, C12H15FNO (charge +1), with properties calculated with ωB97M-V/def2-TZVPD.

Last column: Löwdin charge in e.
CARTESIAN COORDINATES (ANGSTROEM)
C -1.4892 0.2982 2.9893  -0.02
C -2.4979 0.3919 1.9966  0.00
C -0.2121 0.2769 2.5251  0.00
C -2.3056 0.2949 0.6714  0.01
C 0.1377 0.0488 1.1097  -0.20
C -1.0393 -0.1076 0.2422  -0.09
C 1.0181 1.3304 0.6807  -0.09
C 2.0752 1.0569 -0.2907  -0.37
C -1.8362 -1.0750 -2.0036  -0.38
C 3.1158 0.0762 0.2418  -0.01
C -1.2775 -2.2334 -2.8649  0.04
C 2.0737 1.7312 -1.4421  0.10
N -0.8769 -0.6788 -0.9911  0.09
O -2.9308 -0.6008 -2.0083  0.15
F 0.4186 -1.0340 -1.2905  0.05
H -1.6576 0.3357 4.0518  0.12
H -3.5422 0.4148 2.3779  0.15
H 0.6732 0.3538 3.1939  0.15
H -3.0098 0.5623 -0.2109  0.16
H 0.8917 -0.8295 0.8359  0.18
H 0.2868 2.1502 0.3094  0.17
H 1.4620 1.5486 1.6507  0.11
H 3.5956 0.5010 1.0951  0.09
H 3.8539 -0.2526 -0.4224  0.07
H 2.5637 -0.8837 0.5269  0.09
H -0.1929 -2.2035 -3.0495  0.09
H -1.9001 -2.3259 -3.7911  0.11
H -1.6086 -3.0810 -2.1737  0.13
H 1.5197 2.5371 -1.7617  0.05
H 2.6909 1.3970 -2.1978  0.05

Computed properties:
* relative energy (zero: lowest compared OMol25 entry of this formula, charge and spin): 41.5 kcal/mol
* lowest unoccupied orbital energy: -5.35 eV
* multiplicity: 1
* charge: +1

7.
Below is C5H13N in the gas phase, with properties calculated with ωB97M-V/def2-TZVPD.

Last column: Löwdin charge in e.
CARTESIAN COORDINATES (ANGSTROEM)
C 2.1408 0.1197 -0.1667  -0.17
C -0.3739 0.0132 -0.1245  -0.75
C -1.4099 -0.5646 -1.0601  -0.10
C -0.9673 1.2617 0.6282  -0.09
C 0.0487 -1.1462 0.8582  -0.10
H 2.3899 -1.1525 -0.1618  0.13
H 2.7933 0.7995 -0.8854  0.07
H 2.2497 0.6665 0.9667  0.11
H 0.7143 1.5193 -1.2463  0.20
H -0.9281 -1.4512 -1.4321  0.07
H -1.8189 0.1027 -1.8314  0.08
H -2.2971 -0.8819 -0.4035  0.10
H -1.7372 0.8388 1.4363  0.10
H -0.1663 1.9530 1.1396  0.08
H -1.6785 2.0663 -0.0448  0.13
H 0.6555 -0.8899 1.7124  0.05
H -0.8787 -1.5931 1.3968  0.11
H 0.4990 -1.9482 0.2086  0.08
N 0.7646 0.2869 -0.9901  -0.11

Computed properties:
* relative energy (zero: lowest compared OMol25 entry of this formula, charge and spin): 88.8 kcal/mol
* lowest unoccupied orbital energy: 0.87 eV
* multiplicity: 1

8.
Below is 4 unconnected molecules or ions with the total composition C12H28N4O4, with properties calculated with ωB97M-V/def2-TZVPD.

Last column: Löwdin charge in e.
CARTESIAN COORDINATES (ANGSTROEM)
C -4.5130 -1.1500 -0.6089  -0.37
O -4.2567 -1.5739 -1.7651  -0.05
N -5.6565 -0.5624 -0.3398  -0.21
C -5.9301 0.1046 0.9486  -0.09
C -6.7695 -0.4767 -1.2924  -0.03
H -3.8693 -1.1044 0.2832  0.11
H -5.0527 0.3693 1.5388  0.06
H -6.5850 -0.5512 1.5223  0.08
H -6.5115 0.9684 0.6264  0.07
H -7.5255 -1.0026 -0.7095  0.09
H -6.9912 0.5873 -1.3751  0.08
H -6.5311 -0.8156 -2.3006  0.09
C 5.7075 2.5204 -0.5370  -0.42
O 6.2785 3.2783 -1.2771  0.01
N 4.9160 1.5128 -0.8670  -0.20
C 4.4994 0.5107 0.1335  -0.07
C 4.6488 1.2702 -2.2795  -0.03
H 5.7917 2.4989 0.5606  0.12
H 3.4137 0.4154 0.1215  0.04
H 4.8894 0.7412 1.1249  0.08
H 4.8908 -0.4541 -0.1892  0.09
H 3.8592 0.5192 -2.3048  0.08
H 4.3469 2.2911 -2.5134  0.10
H 5.5478 0.8370 -2.7181  0.09
C 0.3975 1.3694 -2.4426  -0.33
O -0.0042 1.4821 -3.6004  -0.02
N -0.4120 1.3431 -1.3679  -0.17
C 0.0486 1.4512 -0.0397  -0.16
C -1.8524 0.9968 -1.4601  -0.03
H 1.4856 1.3441 -2.2764  0.12
H 1.1183 1.6466 0.0355  0.07
H -0.2184 0.4867 0.3923  0.05
H -0.3320 2.2571 0.5879  0.06
H -2.1722 0.3114 -0.6752  0.06
H -2.4847 1.8832 -1.4085  0.08
H -2.0856 0.5420 -2.4228  0.09
C 2.0020 -1.3563 1.1950  -0.35
O 1.5555 -1.3663 0.0491  -0.02
N 1.8200 -2.2980 2.2286  -0.19
C 1.9130 -1.7061 3.6037  -0.22
C 0.7563 -3.2168 2.0615  -0.17
H 2.6332 -0.5308 1.5587  0.08
H 1.0964 -1.0530 3.9116  0.02
H 2.7988 -1.1370 3.8857  0.05
H 1.9919 -2.6236 4.1870  0.06
H 0.4806 -3.4067 1.0242  0.08
H 1.0061 -4.1584 2.5505  0.07
H -0.1403 -2.9945 2.6401  0.05

Computed properties:
* relative energy (zero: lowest compared OMol25 entry of this formula, charge and spin): 42.7 kcal/mol
* lowest unoccupied orbital energy (alpha / beta): 2.58 / 2.58 eV
* multiplicity: 2
* charge: -1